Entry 1:
Entry from the Open Molecules 2025 dataset: a structure of composition C17H21I2N2O3Pd (ωB97M-V/def2-TZVPD).

The frontier orbital gap is 5.4 eV. The calculation puts the energy above the lowest of the compared OMol25 structures with the same formula, charge and spin at 16.5 kcal/mol. Its net charge is -1. The calculation puts the LUMO energy at 2.49 eV. The calculation puts the HOMO energy at -0.1067 hartree. For the calculated total energy, the calculation gives -46772.6936 eV.

Geometry as XYZ:
```
46
Properties=species:S:1:pos:R:3:mulliken_charge:R:1
Pd -0.310 0.094 -0.447 -0.1602
I 3.422 3.449 3.950 -0.0413
C 1.874 2.171 3.339 -0.2663
C 0.557 2.602 3.382 -0.2877
C -0.451 1.749 2.982 -0.8124
I -2.438 2.406 2.985 0.0248
C -0.234 0.416 2.497 0.3676
O -1.153 -0.360 2.136 -0.7425
C 1.164 0.031 2.488 0.4137
C 1.469 -1.325 1.936 -0.9055
N 1.520 -1.283 0.470 0.0145
C 1.370 -2.582 -0.166 -1.0314
C -0.097 -2.940 -0.156 0.6982
C -0.597 -3.984 0.603 -0.5273
C -1.971 -4.180 0.661 -0.3808
C -2.788 -3.328 -0.058 -0.7162
C -2.199 -2.326 -0.817 0.1432
N -0.883 -2.124 -0.867 -0.3955
C 2.166 0.881 2.897 -0.2888
H 0.316 3.600 3.724 0.3660
H 2.405 -1.721 2.359 0.4547
H 0.652 -1.997 2.205 0.3180
H 2.340 -0.789 0.148 0.1780
H 1.704 -2.503 -1.202 0.3950
H 1.951 -3.374 0.332 0.3156
H 0.083 -4.611 1.167 0.3177
H -2.389 -4.972 1.269 0.3762
H -3.866 -3.425 -0.035 0.3727
H -2.808 -1.652 -1.409 0.3288
H 3.196 0.539 2.868 0.3594
C -1.590 0.293 -3.555 -0.2607
O -0.477 0.914 -4.177 -0.4181
C -0.294 2.260 -3.798 -0.5892
C 0.554 2.470 -2.555 -0.3092
O -0.262 2.538 -1.405 -0.3365
C 0.464 2.958 -0.259 -0.6231
H -2.521 0.796 -3.852 0.3437
H -1.514 0.291 -2.457 -0.0285
H -1.610 -0.737 -3.907 0.2588
H -1.264 2.750 -3.643 0.2837
H 0.202 2.744 -4.643 0.3754
H 1.110 3.415 -2.663 0.4706
H 1.274 1.648 -2.460 0.1729
H 0.903 3.952 -0.427 0.3983
H 1.259 2.247 -0.009 0.2915
H -0.237 3.003 0.569 0.0826
```

***

Entry 2:
Entry from the Open Molecules 2025 dataset: a structure of composition C20H17AuN4O6 in a non-equilibrium geometry (ωB97M-V/def2-TZVPD).

The frontier orbital gap is 6.7 eV. The calculation puts the energy above the lowest of the compared OMol25 structures with the same formula, charge and spin at 11.8 kcal/mol. Its net charge is 0. The calculation puts the LUMO energy at -1.30 eV. The calculation puts the HOMO energy at -0.2953 hartree. For the calculated total energy, the calculation gives -42951.8646 eV.

Geometry as XYZ:
```
48
Properties=species:S:1:pos:R:3:mulliken_charge:R:1
Au -0.032 -0.131 -0.161 1.0574
C -3.242 4.728 -0.170 -0.4324
C -2.850 3.682 -0.996 -0.8237
C -2.049 2.676 -0.509 -0.0346
C -1.616 2.691 0.826 0.2929
C -2.025 3.749 1.661 -0.3151
C -2.830 4.745 1.156 -0.5756
N -0.826 1.694 1.247 0.7303
N -0.340 1.544 2.415 -0.8357
C 0.453 0.507 2.685 0.3503
C 0.933 0.275 3.993 -0.4675
C 1.675 -0.848 4.275 -0.6116
C 2.009 -1.756 3.276 -0.5648
C 1.593 -1.517 1.966 -0.2762
C 0.825 -0.422 1.690 0.1171
H -3.862 5.523 -0.555 0.3953
H -3.174 3.657 -2.025 0.3716
H -1.740 1.844 -1.129 0.2430
H -1.700 3.755 2.691 0.4366
H -3.140 5.551 1.804 0.3691
H 0.687 0.995 4.757 0.4854
H 2.007 -1.027 5.288 0.3723
H 2.575 -2.646 3.501 0.4262
H 1.860 -2.211 1.182 0.4186
C 2.389 -1.893 -2.988 -1.2440
C 1.117 -2.439 -2.461 0.1340
N 0.201 -1.796 -1.760 -0.2719
C -0.792 -2.692 -1.465 0.3894
C -0.473 -3.908 -2.027 -0.0056
N 0.737 -3.716 -2.642 -0.0207
C -1.067 -5.273 -2.004 0.5056
O -2.243 -5.400 -1.453 -0.5461
O -0.434 -6.191 -2.476 -0.6338
C -1.936 -2.306 -0.585 0.7511
O -2.878 -3.091 -0.477 -0.8300
O -1.845 -1.192 0.013 -0.7360
H 2.610 -0.932 -2.534 0.1666
H 2.326 -1.775 -4.069 0.3298
H 3.203 -2.582 -2.769 0.3651
H 1.226 -4.453 -3.132 0.2422
H -2.617 -4.531 -1.072 0.4694
C 2.250 3.180 -0.813 -0.7787
O 1.263 2.214 -0.426 -0.0863
C 1.616 0.943 -0.386 0.4405
O 2.713 0.516 -0.627 -0.6101
H 1.771 4.147 -0.683 0.2430
H 2.539 3.029 -1.854 0.2835
H 3.133 3.085 -0.179 0.3140
```